Record 1
Below is a 9-piece molecular cluster, C52H131N9O17 overall at a distorted geometry, with properties calculated with the ωB97M-V functional and the def2-TZVPD basis.

Values from the calculation:
SMILES	COC[C@H](C)N.COCCNCCOC.COCCNCCOC.COCCNCCOC.COCCNCCOC.COCCNCCOC.COCCNCCOC.COCCNCCOC.COCCNCCOC
E	-104246.281	eV
relative energy (zero: lowest compared OMol25 entry of this formula, charge and spin)	9.056	eV

```
! RIJCOSX wB97M-V def2-TZVPD def2/J DEFGRID3
* xyz 0 1
H 6.04885 2.22934 -0.38950
H 1.64274 -6.70455 0.23445
C 7.20936 5.27463 1.49969
N -7.43353 2.30101 -1.02760
H 10.05413 5.51561 -0.27243
H -2.38736 -3.22171 -2.91457
H 4.42251 3.61256 -7.70591
C 3.52886 3.05203 -7.43151
C -2.24217 -5.23080 4.38190
C 11.21867 5.50169 4.24906
C -6.57421 -0.12119 -0.99239
H -1.77371 0.83776 -1.09133
H -3.11221 -8.23864 0.96442
H 7.06928 0.77818 3.36765
H 8.25059 -0.35240 3.54256
H 0.08631 -9.21496 -8.21077
H 4.04216 3.86320 3.50884
C -1.13225 -2.42208 3.95168
H 2.19590 1.89481 -1.24935
C -1.11092 -7.37758 0.16152
H -0.88250 -5.69517 6.93434
O 7.09880 1.32079 0.90572
H 8.73526 2.09540 2.02955
C -0.85459 -9.74478 -8.35944
C 3.87239 4.01660 -3.10419
H 0.81957 6.57207 -1.71767
H -4.27681 2.24151 3.01006
H 9.17625 4.13629 -0.02725
H -0.56877 -3.30742 -3.39007
H 1.33322 -3.24527 1.23928
H -7.14037 4.90883 6.37991
C 0.17228 -5.84425 1.63515
C -9.42217 5.98050 -0.38686
H -6.66758 2.55342 1.46715
H -2.08086 -7.69168 -9.25943
O -3.34358 3.17209 1.20025
H -6.68913 -3.28115 -1.80005
C 1.29495 -5.71031 0.51486
H 5.81071 6.86390 1.28871
O 1.40298 0.08585 -0.38816
H 11.65128 5.58000 3.25165
H -5.30482 -5.63121 0.56623
H -0.50442 -2.83328 4.74214
N 3.82040 3.28569 -4.42777
H 4.87690 4.37054 -2.87230
H -8.54752 3.97046 0.87449
H -5.79738 3.96049 2.15644
H -2.48014 -6.19543 7.46096
H -0.02694 -7.86855 1.79792
H -0.70063 -10.73126 -7.92211
H -1.77353 -0.51355 3.06465
H -1.68114 -6.97284 6.20589
H 5.87549 2.13674 -6.30347
H 11.97057 5.41935 5.03391
H 6.88855 -0.74274 1.41659
C -6.03899 -2.44586 -1.53986
H 4.38340 6.02791 2.77994
H -4.49157 -6.26919 -5.27592
H -3.63479 -4.83523 -5.96637
O -3.33302 -6.43172 0.44403
C -1.86438 -7.64191 -8.19230
H 0.39755 0.21133 -2.25056
H -2.83232 -6.27979 -3.29516
H 0.48274 -5.78398 2.67826
C -4.64098 -6.22355 -0.06350
O 2.35007 -5.03465 1.06690
H -5.24040 -7.12835 -0.16418
H 2.92636 2.92141 -8.33041
C -9.22751 3.69288 0.06910
N -0.62594 -7.09969 1.53309
H 2.28643 -3.39086 -0.25567
H -8.02483 3.95903 7.53058
N -5.26189 2.08445 2.85178
H 3.24808 5.87508 -2.11917
H -3.92596 -7.23920 -7.62300
H 7.69406 5.68366 2.38618
C 7.59465 0.08763 1.41225
H 3.12529 5.94298 -3.85080
C 4.32831 4.15910 2.49955
H 10.92920 3.16101 2.69277
C -1.87701 -5.96864 6.58181
H -2.66586 -0.06523 0.15432
H 10.03947 1.24007 4.66779
H -5.16301 2.94924 5.40327
H 10.72116 6.46897 4.31946
H 0.75139 6.72496 -3.36031
C 0.79257 0.51053 2.95835
N -2.63256 -6.76727 -6.08523
H -1.15886 -1.47807 -1.86147
H 0.26682 1.32754 2.46422
C 6.62132 1.30397 -0.45322
O 0.17776 -0.76293 2.93251
N 9.07685 1.45873 2.73528
N -2.51720 -2.75675 4.08489
H -0.95160 -6.50077 -0.46611
H 0.15475 -1.74398 0.55355
C -6.24722 1.81815 3.97524
H -9.42981 6.62650 -1.26477
H 2.84815 3.72231 -6.90668
H -6.23823 3.87114 7.56089
C 2.95004 5.29463 -2.99230
H -5.50470 -0.08230 -0.78564
C 3.14320 4.18277 1.58544
H 5.10576 5.45746 0.51593
H -9.51501 2.35710 -1.38282
H -0.91882 -7.14063 -7.98560
O 10.20112 4.44919 4.29448
H -2.74006 -2.48420 5.03154
H 7.13126 4.19554 1.63219
H 2.96263 0.31593 -1.62891
H 2.91602 2.90813 -4.67201
H 3.47093 3.26564 -2.42376
H -5.48491 -2.66009 -0.62596
H -5.95612 0.94172 4.55424
H 0.97976 -1.43862 -1.96682
H -0.98954 -9.71685 -9.44069
H -0.48807 -8.06822 -0.40697
H 0.42300 6.23943 1.44479
O 8.03890 5.75166 0.49187
C 5.76950 5.77513 1.32008
C 4.91582 1.73073 -5.98362
H 1.85549 0.47859 2.71903
O -2.58247 -5.08573 5.80950
O -1.78662 -8.96738 -7.61395
H 0.77854 4.85327 0.35509
C -6.15907 3.00412 4.96400
C -0.83189 -0.97986 -0.94880
H -0.46072 5.69451 -2.66365
C -3.05673 -5.39616 -3.89261
H -4.79666 3.65914 -0.18205
H 11.56614 2.79517 4.34390
H 2.44444 3.45564 1.99909
C -4.56890 3.00049 0.65606
H 0.95459 -5.21862 -0.39646
H 9.81404 4.95231 1.41858
H 0.46989 4.61751 1.99806
H -10.20806 3.54968 0.52312
H -6.22036 1.54047 -2.37809
H -7.81076 0.93108 -2.50296
H -7.22810 1.79105 3.50065
N 5.11300 5.35903 2.57899
H -1.17007 0.64931 0.46814
H 8.81533 2.31414 4.68061
H -0.84080 -2.87854 3.00574
H 3.24827 0.99545 -0.11785
H -3.98986 -4.16549 3.60342
O 1.53422 4.89780 -2.85236
O -7.15441 2.96225 5.97859
H 3.12738 -3.19259 1.12591
H -2.46427 3.04235 -0.71307
H -3.76090 -4.76456 -3.35102
O 2.36482 5.42442 1.65809
H -9.07220 1.52208 0.18025
C -2.27951 3.46758 0.27341
H -7.45143 3.09778 -1.64803
H -4.54664 -5.67512 -1.00074
H -7.20412 -0.26503 -0.11453
H -8.66905 6.25232 0.35275
H -4.53157 2.05173 0.12075
H -2.58521 -6.22517 4.09615
H 3.28264 3.88444 0.54638
C 0.57068 -0.54864 -1.48861
H -2.66094 -7.72106 -5.75421
H -6.19532 3.97274 4.46544
H -2.96592 -8.04403 -0.81185
C -3.53453 -5.76340 -5.40374
H -0.61945 -5.10788 1.49721
H 5.48589 2.27348 -3.88094
H 0.83024 0.77263 4.01570
C 10.71554 3.14938 3.76156
C -2.91468 -6.83757 -7.55885
H 3.95339 1.40957 -3.88026
C 9.61226 1.99575 4.00858
C -1.49477 -3.81358 -3.11725
H 7.29697 1.25790 -1.30732
C -5.69969 2.93987 1.78644
H 8.41826 -0.06233 0.71419
C -8.82586 2.30213 -0.54012
N -0.59864 -2.09364 -0.02112
C 7.99331 0.47184 2.87732
O 3.84947 1.75713 -6.85818
H -2.74718 -5.86639 -8.02453
H -0.95984 -0.35712 4.59330
O -1.87856 -4.65888 -4.18389
H 5.33282 0.73120 -6.10671
H -1.30815 3.17842 0.67459
C -0.96407 -0.92862 3.66515
C 0.59275 5.96566 -2.59455
C -7.11853 3.96518 6.92503
C -2.90375 -4.07604 3.58163
O -6.59806 -1.21565 -1.94254
C 2.45968 0.90937 -0.86538
C -2.62590 -7.68662 0.16014
H -1.26622 -4.40167 -2.22842
H 5.84667 0.54840 -0.58409
C 9.34560 5.10345 0.44605
H -1.16989 -5.33440 4.21580
H -5.25385 -2.63891 -2.27088
H -1.39407 -2.01388 0.59615
C 2.21938 -3.69302 0.78946
H 4.92535 3.31414 2.15648
C 4.57401 2.09941 -4.45214
O -9.14555 4.72590 -0.96895
C 0.97750 5.30866 1.32521
H -10.40753 5.99302 0.07900
C -1.68978 0.08578 -0.30673
H -2.51786 -4.35639 2.60154
C -7.03786 1.15619 -1.76807
H -2.08526 4.51039 0.02259
*
```

Record 2
Below is a 11-piece molecular cluster, C52H133N7O17 overall at a distorted geometry, with properties calculated with the ωB97M-V functional and the def2-TZVPD basis.

Values from the calculation:
SMILES	COC[C@H](C)N.COCCNCCOC.COCCNCCOC.COCCNCCOC.COCCNCCOC.COCCNCCOC.COCCNCCOC.CC(C)O.CC(C)O.CC(C)O.CC(C)O
E	-101304.929	eV
relative energy (zero: lowest compared OMol25 entry of this formula, charge and spin)	0.058	eV

```
! RIJCOSX wB97M-V def2-TZVPD def2/J DEFGRID3
* xyz 0 1
H 8.08510 8.66174 -3.88058
H -3.96932 28.50902 -0.61671
C 0.06735 23.54417 -7.57200
O -7.79179 24.43538 -5.27591
H -3.38827 14.78822 -7.13914
H 10.64386 9.74246 -2.54626
H 10.54950 27.52353 6.95918
N -6.09059 28.00668 -0.73664
H 1.14245 33.33806 -1.02786
H 7.87465 29.98848 6.95510
H 9.70559 30.91840 -0.43090
H -4.62318 11.02217 -7.45340
H -9.49164 29.49226 1.67152
C 7.11846 30.99181 0.35015
H -1.02795 21.82013 -8.05950
H 12.37889 12.06933 2.29314
H -0.80804 33.89936 4.33689
H 3.32963 20.31251 -1.83243
C 8.07068 29.63423 7.96711
O -0.04645 24.97790 -7.41916
H 5.10229 23.34025 1.60368
H -10.86836 16.81133 3.51028
C -2.67931 25.40297 -13.03158
H 6.54083 28.65174 -0.01606
H -0.17209 9.72462 -2.86620
C -9.89276 16.86678 3.02735
C -1.17680 22.88550 -8.23539
H 2.25546 17.97005 -1.18575
O -1.73994 10.83160 -3.87945
H -10.64635 18.37051 1.32006
H 9.98148 28.93573 6.07226
O -4.68329 26.30213 0.85441
H 7.97024 13.17082 3.59728
H -3.49837 9.25755 -6.27446
H 4.18144 19.21343 -0.61176
C -4.03521 13.97408 -7.46583
H -0.12289 17.85377 -1.65408
C -3.19745 10.15289 -5.73048
H -3.53387 25.07112 -13.62124
H 4.97280 21.91022 -0.50020
H 10.38683 9.12356 -5.48996
H -1.61823 10.14713 -1.86685
C 0.04333 32.60752 3.03938
H -3.08162 26.37233 -0.49373
O -10.80071 17.50700 0.93005
H -1.86862 22.90302 -12.41920
H 6.96856 10.76825 -4.85893
H -4.48254 27.76591 -2.12016
C 5.55068 14.53919 4.10309
H 1.94571 25.42856 -7.24848
C 4.51406 21.56221 0.42530
N 8.02250 14.16375 3.77464
H -8.05104 21.67032 -5.27401
C -2.61568 23.36230 -11.77186
C 11.18776 8.77093 -4.84015
H -3.54447 22.95415 -12.17043
H 12.95137 13.29297 3.45157
C -10.15102 24.37616 -4.67099
C 7.85509 11.40112 -4.81834
H 9.70808 29.32611 -1.25869
H -7.92925 25.03562 -4.53943
H -1.49707 31.27596 2.26483
H -9.20718 16.12351 3.43432
H 9.32197 15.67319 3.04328
O 3.24202 23.53685 0.85953
C -4.62634 25.05942 1.50546
H -10.36507 25.35645 -5.09682
O 11.38629 13.98571 2.29636
H 9.95677 7.37136 -4.10930
H -2.62701 10.79016 -6.40618
O -2.60352 24.80283 -11.76154
H 4.09421 16.72191 4.10905
H -8.38030 30.11300 2.87588
O 8.88584 10.53633 -4.48044
H -9.31550 23.40700 -6.39064
H -7.60430 16.30487 1.26491
C 4.23257 22.70462 1.43737
H 9.74388 8.31015 -2.02827
H -0.46235 11.29789 -2.36445
H 7.11063 29.57051 8.47931
H -3.92120 11.87287 -5.15999
H 2.91392 24.77183 2.46073
C -0.99950 10.41938 -2.72193
H -8.27656 17.65277 0.47625
H 1.83767 23.27651 2.30291
H 6.97044 15.87541 3.26169
H 6.58768 31.35679 -0.52914
C -8.51718 16.62984 0.76578
H 1.75455 18.91839 0.22512
H 3.94199 22.24623 2.38265
H 6.44821 30.72156 1.16613
H 1.61312 24.63926 1.27071
H -9.70179 21.76138 -4.79751
H -1.62067 9.03839 -4.76555
C 0.35096 33.41242 1.83180
C -2.49284 22.89246 -10.27233
C 8.02213 29.80167 0.06087
H -6.23994 27.88286 0.25456
H -3.30008 23.27748 -9.64925
H 8.85897 14.35734 1.90307
C 2.02536 18.97407 -0.82923
H -10.41169 15.61949 1.35419
C 6.80638 14.79783 3.26508
H -0.33097 32.44240 -1.27981
H -8.07756 30.70017 -0.66506
H -0.34467 34.24522 1.72863
O -5.08408 13.78033 -6.53704
N 0.10471 33.49980 4.17150
C -4.63891 27.76112 -1.04144
H 5.21475 20.89092 0.92180
H -8.61824 15.99857 -0.11705
O 0.21726 32.53046 0.67763
C 8.78607 28.30554 7.82916
H 2.62710 21.71588 -0.07818
H 12.99032 7.49559 -5.13865
C -8.76373 22.31521 -4.75992
N 10.65591 8.00971 -3.75744
H -9.52785 17.87391 3.22890
H -0.43486 34.09873 -0.70236
H 10.16425 12.69619 3.37913
H 0.68800 34.28920 3.93335
C -8.99192 23.71642 -5.39683
H 5.70702 17.29725 4.50526
H 8.04869 9.87992 -2.65729
C -8.62955 30.14361 1.81520
O 7.31969 28.79032 -0.55991
H 11.69240 9.65720 -4.45548
H -0.74428 19.13758 -0.63180
C -9.91780 16.58299 1.48005
H -5.69478 30.08721 -0.60048
H 7.95524 11.94327 -5.75862
H -1.63665 31.62647 4.01101
H -5.95978 10.46704 -6.65381
H -11.07159 23.80603 -4.79588
H 10.86844 29.15590 7.56466
C -2.39750 9.74238 -4.46715
H -6.50006 12.65247 -7.44599
H 1.18540 24.77155 -5.80596
H 8.48889 29.41969 0.96880
C 10.13081 28.52376 7.07029
H 8.09856 27.62405 7.32817
C -7.70924 29.73951 -0.30510
C 9.11680 14.60848 2.93193
H -3.10242 9.24923 -3.79783
O -7.48362 29.74990 1.08290
C -0.18612 18.93657 -1.54622
H -8.45565 28.98296 -0.54722
C -5.18801 11.22894 -6.54438
H 11.61829 7.16819 -6.26968
C 9.96465 8.95691 -2.87743
C 0.14160 33.17668 -0.62743
H -5.08599 24.89989 2.48085
H -4.45750 14.19729 -8.44560
H 14.23772 9.17803 -8.16894
H -3.63954 24.59967 1.45101
H 0.80504 31.82797 3.02488
H -2.68719 26.48458 -12.89685
H 8.74999 30.31280 8.48303
H -5.31846 24.39436 0.98897
C 1.03864 25.45227 -6.64452
H -6.46491 12.65646 -5.62854
H 1.33585 33.87927 1.82001
H -6.42178 29.57872 -2.07369
H -4.60378 25.61718 -1.11611
C 3.31605 19.82980 -0.85523
H 8.65892 30.68686 -1.83046
H 0.24032 23.01306 -6.63600
O 12.71720 8.87898 -6.70258
C -1.38299 32.03922 3.03459
H -1.78976 25.23096 -13.63756
O 9.10513 27.92812 9.19450
C -4.17125 26.40098 -0.49429
H 13.36218 13.38469 1.75794
H 10.81191 13.93909 4.25904
H -0.77099 19.37875 -2.35276
H -2.08734 23.15645 -7.70099
C 8.66094 9.49179 -3.47130
H -3.26886 13.19940 -7.49185
H -8.53449 22.34035 -3.69460
H -1.21416 24.22918 -9.66267
N -4.31228 10.97173 -5.39471
C 2.38052 24.08140 1.80736
C 12.19384 7.92952 -5.74316
H 7.82559 12.15861 -4.03513
H 0.89973 23.22435 -8.19887
H -2.12205 32.83492 2.94110
H -2.63755 21.81321 -10.32124
O 5.26816 15.36888 5.20701
H 0.88123 26.41902 -6.16629
C 4.88066 16.68290 4.86276
H 13.73741 7.56975 -8.06230
C 13.87608 8.45341 -7.43939
H -10.09807 24.40857 -3.58276
H 4.75823 14.46155 3.35871
C -6.44172 29.40040 -0.99857
H 14.72564 8.18304 -6.81230
C 9.10436 30.18668 -0.97052
H 4.46277 17.08995 5.78350
H 9.58309 27.09557 9.19106
H 5.53210 13.54305 4.54519
H 7.70655 31.82989 0.72414
H 6.51247 14.54548 2.24624
O 1.04575 19.63095 -1.51073
C 10.38831 13.75745 3.27128
H -8.86899 31.17968 1.57577
N -1.17172 23.22043 -9.68955
C -5.88601 12.57644 -6.54863
C 12.55677 13.13350 2.44810
N 3.20212 20.92572 0.17696
*
```